[1]
The following is a quantum chemistry calculation of a cluster of 2 separate species, C4H11NO2S in total at a distorted geometry, from the OMol25 dataset.

Properties
* lowest unoccupied orbital energy: 0.6 eV
* SMILES: NC(=O)CCCS.O
* HOMO energy: -9.08 eV
* molar mass: 137.20 g mol⁻¹
* orbital gap: 9.6965 eV
* max |F|: 0.020 hartree/bohr
* relative energy (zero: lowest compared OMol25 entry of this formula, charge and spin): 0.00 kJ/mol
* E: -20747.3034 eV

Each line ends with the Mulliken charge.
Atoms and positions in Å:
H (1.923, 1.690, -1.065)  0.23
S (-2.719, -1.677, -0.251)  -0.22
H (0.795, 0.299, 3.541)  0.32
O (1.187, -1.300, -1.616)  -0.60
C (1.004, -0.129, -1.349)  0.40
H (-0.222, 0.909, 0.812)  0.24
H (-1.754, 1.196, 0.213)  0.35
H (-0.336, 1.517, -1.754)  0.37
H (2.956, 0.325, -1.089)  0.26
O (1.175, 0.927, 2.915)  -0.66
H (-0.998, -0.110, -1.973)  0.25
C (-1.292, -0.921, 0.566)  -0.71
N (2.030, 0.687, -0.928)  -0.39
C (-0.374, 0.506, -1.336)  -0.60
H (-2.068, -2.397, -1.170)  0.13
H (-1.592, -0.882, 1.617)  0.31
H (1.603, 0.397, 2.220)  0.33
C (-0.937, 0.481, 0.087)  -0.34
H (-0.380, -1.519, 0.560)  0.34

[2]
The following is a quantum chemistry calculation of a structure of composition C14H22ClI2O3P2Ru at a distorted geometry, from the OMol25 dataset.

Properties
* lowest unoccupied orbital energy (spin up / spin down): -6.4 / -10.8 eV
* charge: +2
* HOMO energy (spin up / spin down): -14.21 / -14.78 eV
* molar mass: 690.61 g mol⁻¹
* orbital gap (spin up / spin down): 7.8155 / 3.9926 eV
* spin multiplicity: 6
* max |F|: 0.097 hartree/bohr
* E: -70883.0632 eV

Each line ends with the Mulliken spin population.
Atoms and positions in Å:
H (-3.245, -2.188, -1.411)  0.00
O (-0.005, 1.065, 0.722)  0.06
C (0.029, -2.020, -1.577)  0.01
O (-0.001, -1.199, 0.748)  0.08
P (-2.272, 0.064, -1.649)  0.02
P (2.286, 0.071, -1.625)  0.02
H (3.957, -0.986, -0.226)  0.00
O (0.048, -3.183, -1.756)  0.07
C (-3.024, -1.327, -0.760)  0.00
C (-0.021, 0.224, 5.649)  -0.03
H (4.079, 0.160, -3.227)  0.00
C (-0.027, 1.399, 4.881)  0.25
H (2.912, 2.402, -1.373)  0.01
C (2.980, 0.111, -3.283)  0.00
H (-4.051, 0.135, -3.279)  0.00
C (-0.021, 1.346, 3.466)  0.22
H (-2.577, 1.012, -3.805)  -0.01
H (0.004, -1.950, 5.564)  0.00
H (0.011, -2.127, 3.205)  0.02
H (-2.600, -0.763, -3.890)  0.00
H (-2.258, 1.695, 0.113)  -0.01
H (2.655, -0.778, -3.846)  0.00
H (-0.038, 2.368, 5.359)  0.00
H (3.928, 1.303, -0.372)  0.00
C (-0.004, -1.030, 4.994)  0.25
C (3.036, -1.327, -0.738)  -0.01
H (2.290, -1.647, 0.010)  0.00
C (-2.952, 0.107, -3.308)  0.02
C (2.916, 1.521, -0.722)  0.02
H (2.270, 1.698, 0.147)  -0.01
C (-0.009, 0.086, 2.829)  0.05
C (0.001, -1.105, 3.606)  0.21
C (-0.005, -0.051, 1.328)  -0.06
C (-2.899, 1.518, -0.757)  0.02
H (-0.029, 2.312, 2.928)  0.02
I (-0.182, -1.787, -4.308)  1.08
H (-2.888, 2.399, -1.406)  0.01
H (2.596, 1.008, -3.792)  -0.01
I (-0.001, 2.713, -1.999)  0.77
H (-3.914, 1.321, -0.406)  0.00
H (-3.945, -0.994, -0.242)  0.00
Ru (0.016, -0.074, -1.750)  1.91
H (-2.278, -1.644, -0.011)  0.00
H (3.255, -2.186, -1.396)  0.00
Cl (-0.023, 0.328, 7.370)  -0.01